[1]
14
Properties=species:S:1:pos:R:3:forces:R:3:mulliken_charge:R:1 method="wB97M-V/def2-TZVPD" molar_mass_g_mol=110.1 orbital_gap_ev="6.701 / 9.104" relative_energy_kcal_mol=14.0 s2=2.01 multiplicity=3 total_energy_ev=-10304.53880
C -1.1385 1.2621 -0.1696 -0.269 0.030 0.135 0.123
C 1.7815 1.2102 0.7029 -0.573 -1.720 -1.764 -1.135
C -1.2542 -1.1338 -0.2964 0.106 -0.114 -0.275 -0.298
C 0.9477 0.1238 -0.1032 -0.152 1.155 2.399 0.253
C -0.5034 0.0350 0.2800 0.844 -0.206 -0.193 0.626
N -1.6147 2.2337 -0.5345 -0.320 0.792 -0.325 -0.457
N -1.8663 -1.8805 0.5003 -0.304 -0.360 0.601 -0.570
O 1.4068 -0.5987 -1.1292 0.235 -0.166 -0.608 -0.446
H 2.8141 1.3357 0.4608 0.403 0.225 0.095 0.331
H 1.2887 1.7353 1.4844 -0.156 0.337 0.372 0.336
H -1.2171 -1.2251 -1.3851 -0.100 -0.123 0.018 0.378
H -0.5985 -0.0081 1.3731 0.010 -0.060 -0.093 0.234
H -2.3890 -2.6526 0.0918 0.170 0.143 -0.359 0.265
H 2.3427 -0.4371 -1.2753 0.107 0.067 -0.001 0.360

=====

[2]
85
Properties=species:S:1:pos:R:3:forces:R:3:mulliken_charge:R:1 method="wB97M-V/def2-TZVPD" molar_mass_g_mol=864.7 total_charge=+3 orbital_gap_ev=6.810 relative_energy_kcal_mol=5.5 multiplicity=1 total_energy_ev=-78391.19461
Bi -0.1684 0.1230 -0.0735 -0.007 0.026 -0.164 3.248
C -1.0079 -0.7341 3.0534 0.045 -0.055 -0.068 -1.077
C -2.0090 0.4204 3.0364 -0.050 0.056 0.047 -0.953
C -1.4145 1.7643 2.6943 0.016 -0.027 0.018 0.276
C -1.6485 2.8593 3.5148 0.021 -0.006 -0.002 -0.984
C -1.0612 4.0802 3.2269 -0.003 -0.013 -0.003 -0.539
C -0.2309 4.1827 2.1191 -0.012 -0.033 0.006 -1.076
C -0.0483 3.0614 1.3398 0.051 0.067 0.002 -0.282
N -0.6310 1.8807 1.6066 -0.090 -0.010 0.088 0.597
N -0.7984 -1.4389 1.7508 0.012 -0.027 0.075 0.095
C -1.9928 -2.2348 1.3890 0.041 0.013 0.053 -1.955
C -3.0319 -1.4836 0.5969 -0.032 -0.055 0.034 0.798
C -4.3351 -1.9587 0.5581 0.048 0.041 0.010 -1.084
C -5.2589 -1.3276 -0.2557 -0.006 0.007 -0.007 -0.826
C -4.8528 -0.2331 -1.0092 0.029 0.008 0.008 -0.763
C -3.5440 0.1855 -0.9031 -0.034 0.035 0.006 -0.730
N -2.6461 -0.4168 -0.1079 -0.001 -0.013 -0.098 1.300
C 0.3720 -2.3462 1.8846 -0.092 -0.008 0.038 -1.351
C 1.6482 -1.5670 2.0792 -0.016 -0.035 0.045 0.390
C 2.6921 -2.0534 2.8426 0.008 0.045 0.026 -0.878
C 3.8313 -1.2733 2.9932 -0.006 0.019 -0.016 -0.705
C 3.8852 -0.0266 2.3869 -0.032 -0.011 0.000 -0.805
C 2.8037 0.3853 1.6334 0.029 0.045 0.007 -0.612
N 1.7100 -0.3712 1.4790 0.062 -0.048 -0.137 0.891
H -1.3308 -1.4905 3.7753 -0.030 0.021 0.005 0.452
H -0.0403 -0.3632 3.3891 -0.011 0.006 0.016 0.563
H -2.4289 0.4968 4.0392 0.024 0.002 -0.001 0.641
H -2.8606 0.2111 2.3880 0.005 -0.016 -0.025 0.251
H -2.2799 2.7440 4.3851 -0.008 0.012 0.001 0.539
H -1.2380 4.9357 3.8651 0.000 0.001 0.002 0.450
H 0.2652 5.1080 1.8642 0.002 0.005 0.003 0.516
H 0.5854 3.1010 0.4609 -0.005 -0.011 -0.008 0.484
H -2.4474 -2.6519 2.2926 0.009 -0.017 -0.013 0.465
H -1.6671 -3.0776 0.7764 -0.017 0.021 -0.039 0.671
H -4.6143 -2.8126 1.1612 -0.012 -0.009 -0.008 0.597
H -6.2803 -1.6813 -0.3028 -0.003 0.004 0.004 0.490
H -5.5373 0.2932 -1.6589 -0.015 -0.015 -0.002 0.532
H -3.1937 1.0357 -1.4738 0.010 -0.004 0.000 0.160
H 0.4381 -2.9562 0.9783 0.029 0.028 -0.018 0.581
H 0.2226 -3.0299 2.7262 0.018 -0.013 -0.019 0.612
H 2.6122 -3.0186 3.3243 -0.008 -0.005 -0.002 0.569
H 4.6606 -1.6293 3.5898 0.002 -0.005 -0.001 0.482
H 4.7469 0.6167 2.4911 0.006 -0.002 0.007 0.515
H 2.8076 1.3468 1.1339 -0.004 -0.004 -0.007 0.411
N 2.5156 1.4236 -3.7932 0.103 0.035 0.122 -0.121
C 3.5425 0.4748 -4.0639 -0.121 0.064 0.035 -0.147
C 4.1563 0.4609 -5.3017 0.035 -0.067 -0.037 -0.801
C 5.1428 -0.4821 -5.5662 -0.017 -0.008 0.040 -0.641
C 5.4852 -1.4192 -4.6044 -0.012 0.020 -0.022 -0.848
C 4.8486 -1.4119 -3.3688 0.015 0.001 -0.015 -0.530
C 3.8892 -0.4505 -3.0947 0.161 -0.103 -0.070 0.689
S 3.1913 -0.3484 -1.4760 -0.015 0.124 -0.025 -0.065
N 1.7512 0.5429 -1.7605 -0.004 -0.143 0.049 -0.111
C 1.6282 1.3153 -2.7884 -0.108 0.087 -0.149 0.799
C 0.3853 2.1590 -2.8774 0.062 -0.072 0.068 0.325
C 0.0662 2.9150 -3.9938 -0.026 0.035 0.011 -0.985
C -1.0618 3.7272 -3.9657 0.008 -0.010 0.011 -0.873
C -1.8394 3.7595 -2.8224 0.021 -0.007 0.016 -1.168
C -1.4711 2.9463 -1.7623 -0.020 0.041 -0.037 -0.468
N -0.3992 2.1543 -1.7871 -0.040 0.045 -0.029 0.523
H 2.3837 2.1424 -4.4836 0.005 -0.010 -0.011 0.211
H 3.8781 1.1837 -6.0594 -0.011 0.010 0.005 0.425
H 5.6382 -0.4827 -6.5268 -0.002 0.006 -0.005 0.434
H 6.2509 -2.1543 -4.8085 0.005 0.000 0.000 0.442
H 5.1227 -2.1393 -2.6140 -0.007 0.011 0.013 0.529
H 0.6622 2.8889 -4.8942 0.011 0.001 0.004 0.443
H -1.3159 4.3317 -4.8260 -0.007 -0.002 -0.004 0.496
H -2.7112 4.3936 -2.7454 0.001 0.007 -0.012 0.509
H -2.0536 2.9401 -0.8469 0.001 -0.007 0.001 0.667
C -1.5991 -0.9482 -4.2222 0.031 -0.048 0.012 -0.492
O -0.5606 -1.8233 -3.7412 0.014 0.071 -0.005 -0.371
P -0.4359 -2.1052 -2.1733 -0.003 -0.125 0.363 0.556
O 0.7313 -3.1701 -2.1270 0.041 0.062 -0.050 -0.303
C 1.7109 -3.4726 -3.1566 -0.038 -0.065 0.022 -0.539
O -1.7289 -2.9349 -1.7447 -0.022 -0.059 -0.148 0.044
C -2.0877 -4.1794 -2.4210 0.019 0.094 0.050 -0.887
H -1.4870 -0.8975 -5.3004 0.002 0.015 0.002 0.300
H -1.4836 0.0496 -3.7905 -0.021 0.009 -0.012 0.030
H -2.5810 -1.3515 -3.9746 -0.008 0.014 -0.005 0.287
H 2.0414 -4.4893 -2.9687 -0.006 0.000 0.006 0.332
H 2.5448 -2.7833 -3.0616 -0.014 -0.001 -0.030 0.099
H 1.2588 -3.4005 -4.1409 0.007 0.004 -0.008 0.322
H -2.9934 -4.5352 -1.9414 0.000 -0.010 -0.004 0.283
H -1.2842 -4.9019 -2.3016 -0.014 -0.017 -0.010 0.326
H -2.2736 -3.9863 -3.4750 0.002 -0.021 -0.008 0.323